ORCA calculation (ωB97M-V/def2-TZVPD) on a molecular structure, C39H43BClN7O4P2Ru.

The geometry in XYZ format:
```
98
Properties=species:S:1:pos:R:3:forces:R:3
Ru 1.09076 1.16130 0.69937 0.39 -0.14 0.61
C 1.74614 -0.80851 -2.24867 0.06 0.05 -0.05
C 1.91949 -1.46782 -0.92796 -0.05 0.04 -0.01
C 2.22113 -2.79716 -0.66755 0.05 0.04 0.05
C 2.23566 -2.91741 0.71316 0.05 0.04 0.00
C 2.49707 -4.12135 1.54783 0.02 -0.06 0.00
N 1.96383 -1.71116 1.23149 -0.37 -0.12 -0.08
N 1.76178 -0.81514 0.23389 0.20 0.08 -0.16
B 1.80687 -1.30144 2.69677 0.17 0.10 0.12
N 2.88833 -0.29974 3.07352 -0.10 -0.07 0.01
N 3.01068 0.90427 2.44366 -0.01 0.03 0.13
C 4.03098 1.52393 3.06255 0.16 -0.08 0.05
C 4.71097 2.83159 2.77211 -0.02 0.01 0.01
C 4.55497 0.70138 4.06586 -0.11 -0.07 0.03
C 3.80662 -0.45026 4.04660 0.05 0.11 -0.04
C 3.93758 -1.66743 4.89712 0.00 -0.04 0.04
N 0.41551 -0.64614 2.92367 -0.09 -0.07 -0.08
N -0.01096 0.40627 2.17793 0.04 0.20 -0.02
C -1.16690 0.85681 2.71233 -0.04 0.00 0.03
C -1.92410 2.01696 2.17223 -0.02 0.06 -0.05
C -1.48568 0.06526 3.79830 0.00 -0.01 -0.04
C -0.46285 -0.87488 3.90353 0.09 0.01 -0.07
C -0.30713 -1.97361 4.89433 -0.02 0.00 0.05
H 1.55701 -1.55743 -3.01636 -0.01 0.00 0.00
H 0.90624 -0.11159 -2.23686 -0.01 -0.04 0.01
H 2.64582 -0.26281 -2.53843 0.01 -0.02 0.01
H 2.40414 -3.57392 -1.38901 -0.02 -0.03 -0.01
H 2.72127 -4.96719 0.90146 0.00 0.00 0.00
H 3.34340 -3.96613 2.21651 0.01 0.01 0.00
H 1.62689 -4.37381 2.15300 -0.01 0.00 0.00
H 1.88269 -2.25697 3.39689 -0.03 -0.09 -0.02
H 4.31852 4.73001 2.68151 -0.02 -0.01 0.01
H 5.52539 2.89622 3.50091 0.00 0.01 -0.04
H 5.16069 2.80877 1.77924 -0.04 0.00 -0.01
H 5.37224 0.93708 4.72492 0.03 -0.01 0.00
H 4.78027 -1.53991 5.57308 0.00 0.00 0.00
H 3.04604 -1.84240 5.49979 0.00 0.00 0.00
H 4.11545 -2.56162 4.29945 0.00 0.00 0.00
H -1.26343 2.84173 1.90045 0.01 -0.02 0.00
H -2.51431 1.72071 1.29946 -0.03 0.00 0.03
H -2.62197 2.37846 2.92412 0.00 0.00 0.01
H -2.34544 0.15777 4.43834 -0.02 0.01 0.02
H -1.19996 -2.03741 5.51213 0.00 0.00 0.00
H -0.15272 -2.93032 4.39617 0.01 0.00 0.00
H 0.54844 -1.79529 5.54560 0.01 0.00 0.00
N -0.36807 1.94692 -0.68576 -0.38 0.18 0.19
P -1.45438 -1.10611 -0.50216 -0.30 -0.01 0.08
C -1.33932 -2.85841 -0.02542 -0.05 0.00 -0.02
C -1.37122 -3.18590 1.32950 0.05 0.02 0.03
C -1.27501 -4.50818 1.74066 0.01 -0.01 0.00
C -1.13983 -5.51813 0.80067 0.00 -0.01 0.01
C -1.10191 -5.20316 -0.55248 0.02 -0.03 0.02
C -1.19868 -3.88488 -0.96161 -0.03 0.04 -0.03
C -2.90629 -1.17131 -1.61240 0.12 -0.21 -0.15
C -2.76629 -1.47240 -2.96851 0.01 0.01 0.02
C -3.88124 -1.59981 -3.78414 -0.01 0.03 0.01
C -5.15081 -1.40886 -3.25550 -0.01 -0.02 -0.02
C -5.30013 -1.08336 -1.91527 -0.02 0.01 -0.01
C -4.18506 -0.96643 -1.09890 0.02 0.03 0.05
P -0.62549 3.07102 -1.83904 -0.04 0.02 0.12
C -2.37076 3.05588 -2.28265 0.01 0.12 -0.15
C -3.17930 4.11552 -1.87867 0.01 0.02 0.07
C -4.51237 4.15164 -2.26009 -0.03 -0.02 0.01
C -5.03041 3.13823 -3.05184 -0.01 -0.02 0.00
C -4.22578 2.08018 -3.45965 -0.01 0.03 0.01
C -2.89649 2.03664 -3.07906 0.07 -0.06 0.02
C 0.35228 2.87893 -3.31325 0.07 0.08 -0.04
C -0.11238 3.48972 -4.48211 -0.04 -0.04 0.00
C 0.68532 3.51339 -5.61258 0.02 0.00 -0.02
C 1.95547 2.95430 -5.58024 -0.02 0.00 -0.02
C 2.42829 2.36176 -4.41683 -0.01 -0.01 0.01
C 1.63193 2.32720 -3.28700 0.01 -0.04 0.02
H -1.24624 1.92133 -0.17272 -0.08 -0.28 -0.14
H -1.50143 -2.40142 2.06547 0.02 0.02 0.00
H -1.31288 -4.75085 2.79533 -0.03 -0.01 0.01
H -1.07630 -6.55012 1.11932 0.02 -0.01 0.00
H -1.00445 -5.99032 -1.28849 0.01 0.00 -0.01
H -1.16550 -3.65252 -2.01910 -0.04 0.01 -0.01
H -1.77734 -1.61483 -3.39100 0.01 -0.02 0.00
H -3.75918 -1.85355 -4.82912 0.00 0.01 -0.01
H -6.02289 -1.51433 -3.88767 0.00 0.00 0.00
H -6.28813 -0.93063 -1.50109 -0.01 0.00 0.00
H -4.31353 -0.72990 -0.04852 0.00 0.00 0.01
H -2.76758 4.91375 -1.27284 0.02 0.01 -0.02
H -5.14092 4.97407 -1.94735 0.00 0.01 0.00
H -6.06740 3.17296 -3.35863 -0.01 0.00 0.00
H -4.63275 1.29053 -4.07499 0.00 -0.02 0.00
H -2.26802 1.21398 -3.39825 -0.01 0.04 -0.02
H -1.09741 3.93791 -4.51137 0.00 0.01 0.02
H 0.31910 3.97965 -6.51679 0.00 0.00 -0.01
H 2.57957 2.98390 -6.46306 0.01 0.01 0.00
H 3.42499 1.94244 -4.38546 0.00 -0.03 -0.01
H 2.00583 1.85926 -2.38772 0.02 0.12 -0.02
O 1.85053 4.04488 -0.84776 -0.13 0.06 0.06
Cl 2.29905 3.06047 0.10622 0.15 -0.21 -0.45
O 3.83646 3.93386 2.92677 0.00 0.02 0.01
O 1.63963 3.30247 1.42642 0.15 0.00 -0.40
O 3.72732 2.99296 0.11236 0.12 0.27 0.26
```
Positions in Å, forces in eV/Å.

Its expectation value of S² is 8.78. Its spin multiplicity is 6. The HOMO energy (alpha / beta) comes out at -10.35 / -11.11 eV. As for the orbital gap (alpha / beta): 6.6 / 6.4 eV. The electronic energy is -94107.418 eV. As for the net charge: +1. The value obtained for the LUMO energy (alpha / beta) is -3.7 / -4.7 eV.

These are the Mulliken partial charges, in e, on atoms 1 to 8:
1. Ru 1.5194
2. C -1.1330
3. C 0.0670
4. C -1.6597
5. C 0.9988
6. C -1.4710
7. N 0.8855
8. N 0.4837